Run A
{
  "formula": "C2H8N5",
  "method": "ωB97M-V/def2-TZVPD",
  "lumo_ev": -4.4608,
  "smiles": "[H]/N=C(NN)\\[NH+]=C\\N",
  "homo_energy_ev": -12.6,
  "charge": 1,
  "homo_lumo_gap_ev": 8.146,
  "elements": ["H", "N", "C", "N", "N", "N", "C", "N", "H", "H", "H", "H", "H", "H", "H"],
  "coordinates": [[0.2637, 2.2459, 0.1188], [0.9395, 1.5337, 0.0004], [0.7764, 0.2428, 0.0382], [1.7319, -0.7430, 0.0018], [3.1064, -0.2423, -0.1346], [-0.4735, -0.4137, 0.2031], [-1.5823, 0.2534, -0.0927], [-2.8274, -0.1913, -0.1025], [1.7373, -1.4982, -0.6661], [3.8134, -0.6572, 0.4470], [3.2048, 0.7743, -0.0371], [-0.5673, -1.3981, 0.3507], [-1.5569, 1.2464, -0.2537], [-3.4366, 0.4496, -0.5808], [-2.9325, -1.1278, 0.2079]]
}

---

Run B
{
  "formula": "C2H8N5",
  "method": "ωB97M-V/def2-TZVPD",
  "lumo_ev": -4.7639,
  "homo_energy_ev": -14.6,
  "charge": 1,
  "homo_lumo_gap_ev": 9.837,
  "elements": ["C", "C", "N", "N", "N", "N", "N", "H", "H", "H", "H", "H", "H", "H", "H"],
  "coordinates": [[0.3889, 2.1777, 0.6692], [-0.5030, -1.6080, -0.8310], [-0.3319, 1.3696, -0.2911], [0.1255, 0.9783, 1.5936], [0.7129, -0.8840, -1.0798], [-0.9054, -0.8188, 0.3893], [-0.3778, 0.3994, 0.4906], [1.4881, 2.0991, 0.4956], [-0.0163, 3.2079, 0.8188], [-1.4188, -1.6245, -1.5269], [-0.2614, -2.7204, -0.4632], [0.5353, -0.3337, -1.9127], [0.7557, 0.3948, 2.1199], [1.5410, -1.4600, -1.2979], [-1.7328, -1.1775, 0.8255]]
}

---

The structure with the most favorable energy is run A; the runner-up is 0.1346 hartree above it.

---

Run A
{
  "formula": "C5H8N2O2",
  "method": "ωB97M-V/def2-TZVPD",
  "lumo_ev": -2.3322,
  "homo_energy_ev": -11.4,
  "homo_lumo_gap_ev": 9.053,
  "elements": ["C", "C", "C", "C", "C", "N", "N", "O", "O", "H", "H", "H", "H", "H", "H", "H", "H"],
  "coordinates": [[-1.2838, 1.5471, -0.0832], [0.9064, 0.6830, 1.6125], [-0.1275, -0.4603, -1.9295], [1.0619, -0.2182, 0.3621], [-0.1839, -0.4128, -0.4283], [-1.5665, 2.6598, -0.0144], [-1.1566, -1.2033, 0.2280], [-2.2183, -1.4428, -0.3070], [-0.8654, -1.6316, 1.3122], [1.8533, 0.8249, 2.0684], [0.5658, 1.5359, 1.1853], [0.1211, 0.2398, 2.2831], [-0.9967, 0.0943, -2.2812], [0.7966, 0.1063, -2.2226], [-0.0766, -1.5001, -2.2608], [1.7463, 0.2995, -0.3140], [1.4241, -1.1214, 0.7895]]
}

---

Run B
{
  "formula": "C5H8N2O2",
  "method": "ωB97M-V/def2-TZVPD",
  "lumo_ev": 0.7997,
  "homo_energy_ev": -9.4,
  "homo_lumo_gap_ev": 10.178,
  "elements": ["C", "C", "C", "C", "C", "H", "H", "H", "H", "H", "H", "H", "H", "N", "N", "O", "O"],
  "coordinates": [[-1.8008, -0.1819, 0.0867], [-0.6386, -1.0299, -0.2348], [0.5979, 0.0036, -0.2246], [1.4454, 0.0571, 1.0362], [1.8492, -0.2671, -0.9442], [-0.5854, -1.8181, 0.5391], [-0.7316, -1.6528, -1.1994], [1.5138, 1.0726, 1.5726], [1.2577, -0.7414, 1.7790], [2.2369, 0.4722, -1.5330], [1.6294, -1.3028, -1.3648], [0.4324, 1.9641, 0.0482], [-2.0404, 1.8150, -0.2071], [-0.0548, 1.2889, -0.4968], [-1.3630, 1.1010, 0.1465], [-2.9337, -0.6647, 0.1852], [2.6203, -0.3389, 0.3776]]
}

---

The structure with the most favorable energy is run B; the runner-up is 0.1336 hartree above it.

---

Run A
{
  "formula": "C5H8N2O2",
  "method": "ωB97M-V/def2-TZVPD",
  "lumo_ev": 0.6582,
  "smiles": "O=C1NC[C@H]2[C@H](CO)N12",
  "homo_energy_ev": -9.4,
  "homo_lumo_gap_ev": 10.072,
  "elements": ["O", "C", "N", "C", "C", "C", "C", "O", "N", "H", "H", "H", "H", "H", "H", "H", "H"],
  "coordinates": [[-0.5220, 2.4324, 1.7786], [-0.5728, 1.8116, 0.8299], [-0.3134, 2.1073, -0.4626], [-0.6697, 0.9502, -1.4047], [-0.6342, -0.1923, -0.4441], [0.5963, -0.4340, 0.4135], [0.6747, -1.8035, 1.0213], [1.6582, -2.5882, 0.4864], [-0.6868, 0.2593, 0.8851], [-0.2225, 3.0611, -0.8238], [0.0343, 1.0808, -2.3515], [-1.6871, 1.1376, -1.8083], [-1.0015, -1.2134, -0.8521], [1.5079, 0.1953, 0.1648], [-0.4577, -2.2584, 0.8321], [0.8739, -1.6878, 2.1267], [1.4223, -2.8579, -0.3913]]
}

---

Run B
{
  "formula": "C5H8N2O2",
  "method": "ωB97M-V/def2-TZVPD",
  "lumo_ev": 0.6053,
  "smiles": "[H]/N=C(/C=O)C/C(=N\\[H])OC",
  "homo_energy_ev": -9.4,
  "homo_lumo_gap_ev": 10.017,
  "elements": ["H", "N", "C", "C", "O", "C", "C", "N", "H", "O", "C", "H", "H", "H", "H", "H", "H"],
  "coordinates": [[-1.3059, -1.6282, -2.6504], [-0.4088, -1.1527, -2.5499], [-0.3768, -0.3231, -1.6032], [0.9218, 0.3146, -1.1764], [0.8094, 1.4926, -0.7541], [-1.4291, 0.0318, -0.5695], [-0.6828, 0.4014, 0.6882], [-0.8795, 1.0595, 1.7078], [-1.7570, 1.5496, 1.8191], [0.6095, -0.5439, 0.6025], [1.5337, -0.3413, 1.6673], [1.8048, -0.0293, -1.7303], [-2.0092, 0.8975, -0.8973], [-2.0834, -0.8188, -0.3645], [2.3379, -1.0663, 1.5448], [1.0305, -0.5359, 2.6161], [1.8850, 0.6922, 1.6498]]
}

---

The structure with the most favorable energy is run A; the runner-up is 0.0202 hartree above it.

---

Run A
{
  "formula": "C37H38ClEuGeN2O3PSe",
  "method": "ωB97M-V/def2-TZVPD",
  "lumo_ev": [-0.0378, -0.9954],
  "homo_energy_ev": [-4.4, -5.9],
  "multiplicity": 8,
  "homo_lumo_gap_ev": [4.320, 4.886],
  "elements": ["Eu", "O", "C", "C", "C", "C", "C", "C", "C", "O", "N", "N", "C", "C", "C", "C", "C", "C", "C", "O", "H", "H", "H", "H", "H", "H", "H", "H", "H", "H", "Cl", "C", "C", "C", "C", "C", "C", "P", "C", "C", "C", "C", "C", "C", "C", "C", "C", "C", "C", "C", "H", "H", "H", "H", "H", "H", "H", "H", "H", "H", "H", "H", "H", "H", "C", "Ge", "C", "C", "C", "Se", "C", "H", "H", "H", "H", "H", "H", "H", "H", "H", "H", "H", "H", "H", "H"],
  "coordinates": [[-6.8637, -8.6016, 18.8141], [-7.2510, -4.8153, 21.8022], [-8.4665, -4.8811, 22.2955], [-8.8469, -3.9995, 23.2787], [-10.1228, -4.0583, 23.8524], [-11.0326, -5.0219, 23.3721], [-10.6681, -5.8591, 22.3263], [-9.4234, -5.7748, 21.6883], [-8.9644, -6.6116, 20.5039], [-7.8736, -6.2971, 19.8478], [-9.8806, -7.5145, 20.0687], [-9.4913, -8.5276, 19.3374], [-10.4902, -9.3440, 18.9222], [-10.3792, -10.5326, 18.1628], [-11.4876, -11.3596, 17.8551], [-11.2900, -12.4409, 17.0299], [-10.0522, -12.6971, 16.3900], [-8.9077, -11.9531, 16.6929], [-9.0766, -10.9822, 17.7152], [-8.0038, -10.5013, 18.3236], [-7.2149, -5.4516, 21.0600], [-8.1137, -3.2783, 23.6520], [-10.4657, -3.2808, 24.5286], [-12.0460, -5.1501, 23.8799], [-11.3605, -6.6189, 21.9694], [-11.4948, -9.0115, 19.1880], [-12.4350, -11.1126, 18.3112], [-12.1357, -13.1207, 16.8159], [-10.0742, -13.5602, 15.7162], [-7.9448, -11.9585, 16.1763], [-5.6438, -8.7963, 16.1176], [-4.0586, -8.0240, 16.1305], [-2.9130, -8.6591, 15.6833], [-1.5918, -8.1263, 15.7849], [-1.5039, -6.8667, 16.3313], [-2.6447, -6.2034, 16.8670], [-3.8915, -6.7685, 16.7367], [-5.3930, -6.0545, 17.5125], [-5.9201, -4.9526, 16.2298], [-7.3115, -4.7400, 16.0393], [-7.7598, -3.6464, 15.3661], [-6.9041, -2.5580, 15.0374], [-5.5290, -2.7964, 15.1491], [-5.0331, -3.9975, 15.6558], [-4.7907, -4.8516, 18.6751], [-3.8389, -5.3100, 19.5890], [-3.4676, -4.5362, 20.6880], [-4.0532, -3.2491, 20.8600], [-4.9828, -2.7681, 19.9430], [-5.3560, -3.5670, 18.8681], [-3.1138, -9.6499, 15.2807], [-0.7156, -8.6726, 15.4647], [-0.5879, -6.3081, 16.3955], [-2.5185, -5.2495, 17.3888], [-8.0598, -5.4435, 16.3376], [-8.7819, -3.5898, 15.0261], [-7.3081, -1.6767, 14.5398], [-4.8002, -2.0320, 14.9017], [-3.9645, -4.1752, 15.6780], [-3.3661, -6.2790, 19.3840], [-2.8958, -4.9116, 21.4921], [-3.7316, -2.6856, 21.7414], [-5.4788, -1.7947, 20.0908], [-6.1118, -3.2122, 18.1358], [-5.0807, -13.0632, 18.8649], [-3.7953, -11.9045, 19.8680], [-3.0100, -10.4728, 18.7105], [-2.2962, -12.9555, 20.4619], [-4.4071, -10.9145, 21.5262], [-5.9790, -9.7332, 21.4971], [-7.4669, -11.0125, 21.4368], [-4.6205, -13.5977, 18.0203], [-5.8451, -12.5007, 18.3334], [-5.4786, -13.7906, 19.6056], [-2.5018, -9.8482, 19.3857], [-3.7789, -9.8605, 18.2252], [-2.4186, -10.9301, 17.8588], [-1.6031, -13.1195, 19.6024], [-2.5557, -13.8895, 20.9960], [-1.7038, -12.3961, 21.2376], [-3.5718, -10.2591, 21.7827], [-4.5648, -11.6572, 22.2621], [-8.2262, -10.4960, 22.1031], [-7.1875, -12.0316, 21.8027], [-7.7943, -10.9534, 20.3973]]
}

---

Run B
{
  "formula": "C37H38ClEuGeN2O3PSe",
  "method": "ωB97M-V/def2-TZVPD",
  "lumo_ev": [-0.2016, -0.1791],
  "homo_energy_ev": [-6.5, -6.5],
  "multiplicity": 8,
  "homo_lumo_gap_ev": [6.333, 6.363],
  "elements": ["Eu", "O", "C", "C", "C", "C", "C", "C", "C", "O", "N", "N", "C", "C", "C", "C", "C", "C", "C", "O", "H", "H", "H", "H", "H", "H", "H", "H", "H", "H", "Cl", "C", "C", "C", "C", "C", "C", "P", "C", "C", "C", "C", "C", "C", "C", "C", "C", "C", "C", "C", "H", "H", "H", "H", "H", "H", "H", "H", "H", "H", "H", "H", "H", "H", "C", "Ge", "C", "C", "C", "Se", "C", "H", "H", "H", "H", "H", "H", "H", "H", "H", "H", "H", "H", "H", "H"],
  "coordinates": [[-7.7397, -18.0828, 8.9539], [-12.1538, -19.8250, 10.5501], [-12.6079, -18.5788, 10.9756], [-13.4679, -18.5804, 12.1195], [-13.6591, -17.3822, 12.8152], [-13.2663, -16.1914, 12.2321], [-12.5610, -16.1912, 11.0216], [-12.1132, -17.3899, 10.4170], [-10.9444, -17.3781, 9.5298], [-10.0888, -18.3605, 9.5983], [-10.9307, -16.3300, 8.6759], [-9.7916, -16.2822, 7.9864], [-9.8880, -15.5845, 6.8606], [-8.8939, -15.5623, 5.8965], [-9.0503, -14.6229, 4.8396], [-8.2031, -14.6385, 3.7485], [-7.2733, -15.7072, 3.6762], [-7.0683, -16.6237, 4.7026], [-7.8106, -16.5042, 5.8687], [-7.5026, -17.2080, 6.9681], [-11.2627, -19.5943, 10.1877], [-13.8280, -19.5353, 12.4908], [-14.1130, -17.4355, 13.8103], [-13.5173, -15.2241, 12.6817], [-12.2018, -15.2567, 10.5822], [-10.8101, -15.0400, 6.6060], [-9.9163, -13.9210, 4.8651], [-8.2793, -13.9094, 2.9435], [-6.6996, -15.7638, 2.7536], [-6.3248, -17.3864, 4.6090], [-4.8617, -19.1840, 11.2444], [-3.5317, -20.0884, 10.6875], [-3.0455, -21.1934, 11.4497], [-2.1195, -22.0499, 10.8881], [-1.7887, -21.8851, 9.5351], [-2.1681, -20.7437, 8.8600], [-3.1369, -19.8780, 9.3872], [-4.2527, -18.7861, 8.3844], [-3.8248, -17.2394, 9.2650], [-4.7862, -16.2494, 9.0228], [-4.8643, -15.1043, 9.8155], [-3.8665, -14.8257, 10.7499], [-2.8064, -15.7206, 10.8606], [-2.8117, -16.9551, 10.1918], [-3.3597, -18.7074, 6.7797], [-2.4402, -17.7001, 6.4621], [-2.1439, -17.5273, 5.1052], [-2.6233, -18.4131, 4.1201], [-3.4337, -19.4951, 4.4944], [-3.7470, -19.6910, 5.8257], [-3.3880, -21.2503, 12.4930], [-1.6839, -22.8385, 11.4706], [-1.2021, -22.6062, 8.9920], [-1.7156, -20.4723, 7.8857], [-5.4730, -16.3751, 8.1830], [-5.7663, -14.4729, 9.6699], [-3.8882, -13.9014, 11.3418], [-1.9570, -15.5100, 11.5413], [-1.9990, -17.6615, 10.3950], [-1.9970, -17.0521, 7.2563], [-1.5299, -16.6817, 4.8019], [-2.3304, -18.2656, 3.0736], [-3.8650, -20.1558, 3.7668], [-4.3184, -20.5697, 6.1427], [-8.2461, -19.0741, 17.4471], [-7.7209, -18.6992, 15.5937], [-6.5783, -17.0788, 15.3284], [-6.7852, -20.2687, 14.7562], [-9.1368, -18.2816, 14.2834], [-8.5653, -18.8415, 12.5423], [-9.3911, -20.6186, 12.4383], [-7.4914, -18.6830, 18.1597], [-8.2184, -20.1399, 17.5144], [-9.2385, -18.6456, 17.7013], [-5.9566, -16.8539, 16.1912], [-7.2130, -16.2194, 15.1382], [-5.9394, -17.2122, 14.4548], [-6.1835, -20.7596, 15.5393], [-6.1050, -20.0086, 13.9362], [-7.5422, -20.9843, 14.4485], [-9.2543, -17.1880, 14.2341], [-10.1099, -18.7631, 14.4778], [-8.5932, -21.3375, 12.3584], [-10.0048, -20.7111, 11.5374], [-10.0250, -20.8019, 13.3000]]
}

---

The structure with the most favorable energy is run B; the runner-up is 0.1461 hartree above it.